This record from the OMol25 dataset describes a cluster of 3 separate species, C3H13N5 in total at a distorted geometry. The level of theory is ωB97M-V/def2-TZVPD.

Highest occupied orbital energy (spin up / spin down) = -6.3593 / -6.3568 eV
ΔE to the lowest compared entry with this formula, charge and spin = 396.0 kJ/mol
Orbital gap (spin up / spin down) = 6.72 / 6.72 eV

ORCA input file:
```
! RIJCOSX wB97M-V def2-TZVPD def2/J DEFGRID3
* xyz 0 1
N 1.02749 1.71412 -0.73123
N 0.89160 -1.37839 -0.57346
N -1.87841 1.65030 -0.43717
N -1.23165 -0.59996 0.08890
N 1.49648 0.52991 1.17862
C 0.60927 -2.72209 -0.10364
C -1.37581 0.64992 0.44069
C 0.79116 1.50230 0.60102
H 0.30381 2.24308 -1.19818
H 1.45669 -3.40247 -0.26864
H -0.27621 -3.16818 -0.57220
H -1.35254 -0.73940 -0.91212
H 1.34917 -0.50343 0.51041
H -2.60002 1.32596 -1.07036
H 0.47033 2.37716 1.16866
H 1.03210 -1.41146 -1.58211
H 1.23669 0.84945 -1.21401
H 1.34456 0.43772 2.17358
H 0.40878 -2.68229 0.96940
H -1.54882 0.82213 1.50355
H -2.15464 2.50561 0.02827
*
```

This record from the OMol25 dataset describes a cluster of 3 separate species, C3H13NO2 in total at a distorted geometry. The level of theory is ωB97M-V/def2-TZVPD.

SMILES string = CN(C)C.O.O
Highest occupied orbital energy = -9.0721 eV
ΔE to the lowest compared entry with this formula, charge and spin = 119.6 kJ/mol
Orbital gap = 9.77 eV

ORCA input file:
```
! RIJCOSX wB97M-V def2-TZVPD def2/J DEFGRID3
* xyz 0 1
O -0.53048 -0.36989 3.85385
O -1.14990 1.47769 1.56867
N 0.36005 0.13524 -0.96690
C 0.51398 -0.68833 0.24293
C -0.68242 -0.42680 -1.82848
C 1.61603 0.21243 -1.68244
H -0.36571 -1.36922 -2.30082
H 0.99062 -0.07904 1.01446
H -1.61783 -0.54910 -1.28639
H -1.15906 0.92241 0.78535
H -0.24618 -0.16205 2.95952
H -0.50224 -0.81173 0.61488
H 1.91007 -0.76726 -2.07730
H -1.42010 0.00222 3.85448
H 1.09128 -1.60416 0.09449
H 2.33240 0.76954 -1.07682
H -1.84289 2.11779 1.40009
H 1.55697 0.90145 -2.53747
H -0.85460 0.28882 -2.63209
*
```

This record from the OMol25 dataset describes a cluster of 3 separate species, C3H13NO2 in total at a distorted geometry. The level of theory is ωB97M-V/def2-TZVPD.

SMILES string = CCCN.O.O
Highest occupied orbital energy = -9.5548 eV
ΔE to the lowest compared entry with this formula, charge and spin = 136.4 kJ/mol
Orbital gap = 10.53 eV

ORCA input file:
```
! RIJCOSX wB97M-V def2-TZVPD def2/J DEFGRID3
* xyz 0 1
O -1.62858 1.89234 -0.64422
O -1.01747 1.04729 2.20425
N 1.79320 -0.04593 0.85966
C 1.38398 -1.18965 -0.04111
C 0.31206 -0.54972 -1.01089
C -0.51088 -1.63572 -1.67605
H 1.23534 -2.10848 0.57908
H -2.05170 2.59884 -0.13451
H -0.28806 0.06490 -0.34657
H 2.50608 -0.48815 1.46280
H 0.77445 0.19749 -1.71629
H -0.64596 -2.49013 -1.07386
H 0.03280 -2.11700 -2.52470
H 2.23200 -1.37154 -0.68865
H -2.07332 1.10198 -0.36972
H -1.38394 -1.34221 -2.30972
H -0.61678 1.56298 2.87702
H -0.35671 0.65149 1.53591
H 2.15682 0.69763 0.28907
*
```

This record from the OMol25 dataset describes a cluster of 3 separate species, C3H13NO2S in total at a distorted geometry. The level of theory is ωB97M-V/def2-TZVPD.

SMILES string = NCCCS.O.O
Highest occupied orbital energy = -9.0093 eV
ΔE to the lowest compared entry with this formula, charge and spin = 165.5 kJ/mol
Orbital gap = 9.71 eV

ORCA input file:
```
! RIJCOSX wB97M-V def2-TZVPD def2/J DEFGRID3
* xyz 0 1
S -0.42566 -1.81162 -0.96446
O -2.72897 -0.69335 3.15803
O -3.10348 1.98913 2.70603
N 3.29143 1.53349 -0.96449
C 2.45722 0.86144 -2.03266
C 1.03952 -0.76248 -0.68709
C 1.03895 0.38146 -1.60780
H -2.88813 -0.05353 2.41276
H -3.64360 -1.05330 3.37154
H 0.57871 0.13536 -2.62270
H 2.00858 -1.46283 -0.85507
H -3.69512 2.71223 2.65899
H 0.47090 1.27875 -1.24630
H 3.01803 1.07799 -0.14272
H -2.77706 2.11378 3.54092
H 2.93983 0.00856 -2.44445
H 1.24038 -0.24656 0.22753
H 4.27092 1.26341 -1.02276
H -0.49428 -2.52105 0.14565
H 2.18676 1.74997 -2.78781
*
```

This record from the OMol25 dataset describes a cluster of 3 separate species, C3H13NO2S in total at a distorted geometry. The level of theory is ωB97M-V/def2-TZVPD.

SMILES string = CNCCS.O.O
Highest occupied orbital energy = -8.7133 eV
ΔE to the lowest compared entry with this formula, charge and spin = 192.6 kJ/mol
Orbital gap = 9.18 eV

ORCA input file:
```
! RIJCOSX wB97M-V def2-TZVPD def2/J DEFGRID3
* xyz 0 1
S 0.17911 3.23155 -0.06300
O 3.15223 0.88420 0.36881
O -0.10226 -1.83397 2.59313
N -0.70139 -0.90041 -0.53606
C -0.89246 0.55407 -0.64948
C -0.11095 1.49927 0.31301
C -1.40204 -1.70639 -1.41533
H -0.96095 -2.58730 -1.77662
H -0.95099 -1.15261 0.46865
H 0.93036 1.06646 0.41603
H 0.62047 -1.16749 2.52276
H 3.72856 1.53201 0.81157
H -2.35177 -1.98757 -1.11847
H -1.97877 0.76113 -0.45390
H 0.14630 3.33986 -1.39043
H -0.59762 1.41758 1.33800
H 0.03048 -2.44914 1.87633
H 3.18630 0.05858 0.79897
H -0.54426 0.65195 -1.76809
H -1.38034 -1.21179 -2.33587
*
```

This record from the OMol25 dataset describes a cluster of 3 separate species, C3H13NO2S in total at a distorted geometry. The level of theory is ωB97M-V/def2-TZVPD.

SMILES string = NCCCS.O.O
Highest occupied orbital energy = -8.6749 eV
ΔE to the lowest compared entry with this formula, charge and spin = 16.8 kJ/mol
Orbital gap = 9.37 eV

ORCA input file:
```
! RIJCOSX wB97M-V def2-TZVPD def2/J DEFGRID3
* xyz 0 1
S -2.00432 1.58657 -1.44736
O 0.01705 -2.52513 0.62538
O -2.14631 -1.87665 -1.12155
N 1.66881 -0.11813 0.87099
C 1.16348 1.23245 1.16818
C -0.66794 0.79028 -0.53975
C 0.36848 1.77331 -0.00178
H 2.31175 -0.43085 1.58934
H -1.65090 -1.99934 -0.29923
H 0.40871 -1.62486 0.64413
H -1.07813 0.28013 0.32088
H -2.04964 0.71529 -2.45369
H 0.65994 1.22555 2.11357
H 0.59531 -2.99288 0.01018
H -0.18978 0.01325 -1.12860
H 1.02270 2.20320 -0.76833
H -2.49372 -2.76564 -1.25959
H 2.00600 1.94013 1.30249
H -0.15153 2.68061 0.35997
H 2.21005 -0.10728 0.01476
*
```

This record from the OMol25 dataset describes a cluster of 4 separate species, C3H13NO3 in total at a distorted geometry. The level of theory is ωB97M-V/def2-TZVPD.

SMILES string = C=CCN.O.O.O
Highest occupied orbital energy = -9.0628 eV
ΔE to the lowest compared entry with this formula, charge and spin = 285.2 kJ/mol
Orbital gap = 9.58 eV

ORCA input file:
```
! RIJCOSX wB97M-V def2-TZVPD def2/J DEFGRID3
* xyz 0 1
O 0.98815 0.17300 3.06644
O -1.98891 -0.29436 1.32540
O -0.55226 -2.84339 -0.76723
N -1.24509 1.62476 -1.00433
C 1.16448 0.86162 -1.23622
C 1.65764 0.62052 0.00925
C -0.23583 0.62878 -1.63302
H -0.31840 0.76752 -2.76321
H -0.01999 -2.21034 -1.14858
H 1.41788 -0.54746 2.52862
H 2.74083 0.66831 0.27140
H -0.08002 -3.56845 -0.49289
H -0.89805 2.51134 -1.06341
H -1.39802 0.20122 0.96500
H 1.79042 0.93078 -2.07672
H -2.44277 -0.81733 0.63015
H -0.68546 -0.36945 -1.20379
H 0.77776 -0.18425 3.92746
H -1.68098 1.37228 -0.19324
H 1.00861 0.47492 0.85892
*
```

This record from the OMol25 dataset describes a cluster of 4 separate species, C3H13NO3 in total at a distorted geometry. The level of theory is ωB97M-V/def2-TZVPD.

SMILES string = C=CNC.O.O.O
Highest occupied orbital energy = -8.5589 eV
ΔE to the lowest compared entry with this formula, charge and spin = 241.0 kJ/mol
Orbital gap = 9.05 eV

ORCA input file:
```
! RIJCOSX wB97M-V def2-TZVPD def2/J DEFGRID3
* xyz 0 1
O 0.15023 -2.45143 -1.37290
O -0.91229 -2.59474 1.61306
O -3.24642 0.16555 2.39182
N 1.50212 1.14474 -0.28737
C -0.90643 1.23397 -0.37357
C 0.31953 1.60153 -0.81042
C 2.74170 0.89995 -1.32931
H 3.26462 0.10228 -0.95536
H -1.03823 0.69636 0.56299
H 1.47827 0.27687 0.21281
H -1.54462 -1.92436 1.80105
H -0.58543 -1.82944 -1.36104
H 3.39975 1.80925 -1.28890
H -2.86982 0.79512 1.63014
H 2.46387 0.68880 -2.40123
H -1.78610 1.95271 -0.51359
H -0.12922 -2.99447 -0.59336
H 0.47974 2.05664 -1.78460
H -2.80511 0.69115 3.06761
H 0.02385 -2.32048 1.79216
*
```

This record from the OMol25 dataset describes a cluster of 4 separate species, C3H13NO3 in total at a distorted geometry. The level of theory is ωB97M-V/def2-TZVPD.

SMILES string = C=C(C)N.O.O.O
Highest occupied orbital energy = -7.7691 eV
ΔE to the lowest compared entry with this formula, charge and spin = 170.9 kJ/mol
Orbital gap = 8.20 eV

ORCA input file:
```
! RIJCOSX wB97M-V def2-TZVPD def2/J DEFGRID3
* xyz 0 1
O 1.26050 -1.19786 -3.77111
O -5.57740 2.69778 -1.15506
O 3.17990 -4.71958 -0.44162
N 1.57092 1.88030 1.37944
C 0.06947 0.18638 0.41967
C -0.38535 1.37245 2.59269
C 0.36437 1.19999 1.48861
H 0.72475 0.30087 -0.43710
H 1.72224 2.40301 2.23030
H 0.24787 -0.76429 0.92989
H 3.22217 -4.88307 -1.38419
H -0.93166 0.26229 0.00965
H 0.80393 -1.28918 -2.92157
H 2.42262 1.65245 0.90419
H -5.52952 1.75282 -0.98510
H 0.51252 -1.47576 -4.31904
H -0.29867 2.29830 3.13572
H 2.46211 -5.21806 -0.05077
H -4.82011 2.94865 -0.59899
H -1.02066 0.59252 2.97440
*
```

This record from the OMol25 dataset describes a cluster of 3 separate species, C3H13NO3 in total at a distorted geometry. The level of theory is ωB97M-V/def2-TZVPD.

SMILES string = C[C@H](O)CN.O.O
Highest occupied orbital energy = -9.5737 eV
ΔE to the lowest compared entry with this formula, charge and spin = 28.7 kJ/mol
Orbital gap = 10.33 eV

ORCA input file:
```
! RIJCOSX wB97M-V def2-TZVPD def2/J DEFGRID3
* xyz 0 1
O -1.91780 0.56454 -1.96796
O -0.62183 0.71686 0.48025
O -1.39985 -1.98746 0.90163
N 0.88232 -0.83450 -1.31146
C 0.76590 1.00164 0.45046
C 1.60514 0.02007 -0.39179
C 1.23158 1.01763 1.87693
H 2.25647 -0.57573 0.26894
H -2.73387 0.06937 -2.08420
H 0.87265 2.00674 0.04362
H 2.33194 0.58681 -0.98175
H 2.32262 1.05891 1.97294
H 1.32840 -0.94440 -2.20175
H 0.59336 -1.72024 -0.92789
H -0.71664 -2.05958 1.57500
H -1.03757 1.07646 -0.32038
H 0.93056 0.08495 2.40031
H -1.23744 -1.10448 0.53228
H 0.81450 1.85073 2.45350
H -1.21147 -0.06606 -2.18776
*
```

This record from the OMol25 dataset describes a cluster of 4 separate species, C3H13NO3 in total at a distorted geometry. The level of theory is ωB97M-V/def2-TZVPD.

Highest occupied orbital energy (spin up / spin down) = -12.2251 / -12.2251 eV
ΔE to the lowest compared entry with this formula, charge and spin = 195.1 kJ/mol
Orbital gap (spin up / spin down) = 7.99 / 4.26 eV

ORCA input file:
```
! RIJCOSX wB97M-V def2-TZVPD def2/J DEFGRID3
* xyz 1 2
O -0.59634 5.36788 -3.92493
O -0.67202 3.82718 -1.76118
O 3.46210 2.36589 1.05973
N -0.65070 -3.75768 0.91269
C 0.46177 -3.70152 -0.03201
C -1.89396 -2.17756 2.28534
C -0.74635 -2.76740 1.80608
H 0.25605 -2.36510 1.93472
H 1.01752 -2.76810 -0.01822
H -2.90034 -2.54870 2.15555
H -1.25051 3.13318 -1.41616
H -0.99204 4.53703 -3.65797
H 0.15950 3.36088 -1.63796
H 0.23658 -3.74991 -1.10718
H 1.01832 -4.63684 0.00951
H 3.88413 1.89867 1.78348
H -1.82557 -1.30137 2.91056
H 3.28129 3.23360 1.43885
H -0.70796 5.94402 -3.17091
H -1.54148 -3.89415 0.43001
*
```

Question: Which value of ΔE to the lowest compared entry with this formula, charge and spin does entry 3 give?
Answer: 136.4 kJ/mol

Question: What is the ΔE to the lowest compared entry with this formula, charge and spin in the eleventh record?
Answer: 195.1 kJ/mol

Question: ΔE to the lowest compared entry with this formula, charge and spin of number 1 (C3H13N5)?
Answer: 396.0 kJ/mol